[1]
DFT (ωB97M-V/def2-TZVPD) results for a molecular structure, C43H64F21I4NO19PSi.

The geometry in XYZ format:
```
154
Properties=species:S:1:pos:R:3:lowdin_charge:R:1
C -2.57746 -1.61702 6.28072 -0.129
C -1.54445 -2.41565 5.45877 -0.314
C -0.80451 -1.68308 4.33938 -0.676
I 0.05479 0.15491 5.00286 0.996
C -1.55039 -1.43156 3.02675 -0.297
N -1.54368 -2.61679 2.08331 0.024
C -2.52878 -2.26682 0.93954 -0.420
C -3.11177 -3.47547 0.16079 -0.198
C -3.45945 -3.15539 -1.30440 -0.260
O -4.73857 -3.72689 -1.56285 -0.231
Si -5.45582 -3.54906 -3.07617 0.417
C -7.20037 -4.14164 -2.86088 -0.148
C -5.49182 -1.76306 -3.65071 -0.130
C -4.59122 -4.57509 -4.36809 -0.153
C -1.53243 -1.51420 -0.03104 -0.572
I 0.04120 -2.88888 -0.46213 1.245
C -1.37531 -0.29019 -0.59806 -0.785
C -0.21439 0.07225 -1.47084 -0.228
I -2.75067 1.25119 -0.38071 1.133
C -3.64859 -1.61744 1.85014 -0.450
I -4.32288 -3.39469 3.15029 1.208
P -5.28214 -0.97085 1.23808 0.389
O -5.51252 0.37968 1.80674 -0.272
O -5.30583 -1.09138 -0.33588 -0.155
O -6.42343 -2.00898 1.65314 -0.226
C -2.94496 -0.79711 2.97436 -0.444
O -2.78132 0.56975 2.78404 -0.082
H -2.70081 -0.59427 5.91796 0.041
H -2.31214 -1.60355 7.33830 0.079
H -3.56621 -2.08791 6.21458 0.060
H -0.76118 -2.76919 6.14095 0.108
H -2.00668 -3.32343 5.04872 0.058
H 0.08380 -2.27370 4.07877 0.053
H -0.92449 -0.71233 2.47940 0.125
H -1.64474 -3.54425 2.49961 0.126
H -0.58899 -2.61529 1.70722 -0.004
H -4.02044 -3.82718 0.63088 0.027
H -2.41158 -4.31857 0.18375 0.097
H -2.70287 -3.58782 -1.96915 0.113
H -3.49655 -2.08085 -1.48844 0.090
H -7.80623 -3.42068 -2.29661 0.027
H -7.25217 -5.10970 -2.35019 0.043
H -7.64319 -4.23652 -3.85756 0.044
H -6.53305 -1.43220 -3.75120 0.041
H -4.96786 -1.04174 -3.01420 0.022
H -5.01008 -1.71213 -4.63474 0.027
H -3.67178 -4.09142 -4.71901 0.036
H -5.27081 -4.66483 -5.22258 0.044
H -4.34698 -5.57740 -4.00177 0.040
H 0.72249 -0.10645 -0.93448 0.059
H -0.25542 -0.52572 -2.39043 0.084
H -0.24452 1.12029 -1.76407 0.043
H -5.65001 -1.94627 -0.64838 0.076
H -7.18043 -1.49915 1.97580 0.098
H -3.49326 -1.00443 3.89947 0.080
H -3.60051 1.00628 3.03681 0.099
C -8.39396 1.45612 0.18583 -0.059
C -9.86745 1.62944 -0.09091 -0.177
O -10.35246 0.52476 -0.89026 0.038
C -10.58022 -0.60086 -0.24317 -0.408
O -10.42000 -0.82278 0.92019 0.163
C -11.11661 -1.66617 -1.22867 -0.573
F -10.41393 -1.66392 -2.36085 0.163
F -12.38702 -1.40687 -1.51990 0.184
F -11.03588 -2.86730 -0.68707 0.183
H -7.84297 1.33536 -0.74786 0.088
H -7.98898 2.31248 0.72215 0.090
H -8.22747 0.56588 0.78972 0.052
H -10.07312 2.51444 -0.68698 0.128
H -10.44481 1.69331 0.83021 0.129
C -10.18422 -0.55978 -6.49952 -0.057
C -9.61217 -0.64815 -7.89579 -0.182
O -8.29232 -0.05532 -7.95934 0.041
C -7.29462 -0.81597 -7.56231 -0.411
O -7.33865 -1.93832 -7.15364 0.159
C -5.95988 -0.04944 -7.71759 -0.572
F -6.05771 1.19228 -7.25681 0.178
F -5.60453 -0.00286 -8.99713 0.183
F -5.01590 -0.68108 -7.03607 0.165
H -10.19692 0.47503 -6.15749 0.085
H -11.20492 -0.94000 -6.49662 0.086
H -9.59594 -1.14839 -5.79623 0.072
H -10.20091 -0.07238 -8.60496 0.127
H -9.55542 -1.67713 -8.24701 0.126
C 3.37914 5.49539 0.37719 -0.058
C 2.07694 5.13873 -0.29696 -0.181
O 2.32606 4.55209 -1.59785 0.040
C 2.66144 3.27956 -1.61435 -0.413
O 2.77178 2.54813 -0.67279 0.154
C 2.85302 2.81023 -3.07276 -0.572
F 3.54379 3.68786 -3.78423 0.184
F 1.65321 2.64975 -3.63952 0.166
F 3.48404 1.64722 -3.09719 0.176
H 3.97454 6.14685 -0.26073 0.085
H 3.19087 6.00727 1.32050 0.087
H 3.96928 4.60397 0.58084 0.070
H 1.47218 6.01727 -0.50678 0.126
H 1.48404 4.44715 0.30073 0.122
C 2.28058 0.82037 8.86045 -0.054
C 3.08116 1.05030 7.59844 -0.218
O 4.31764 1.73748 7.87534 0.038
C 5.31337 0.97467 8.29508 -0.403
O 5.30382 -0.20785 8.45570 0.169
C 6.57458 1.84184 8.51483 -0.575
F 6.28046 2.96447 9.15807 0.181
F 7.09692 2.15760 7.32912 0.174
F 7.47205 1.17071 9.20939 0.188
H 2.10462 1.76410 9.37624 0.087
H 1.31856 0.37247 8.61098 0.070
H 2.80738 0.15197 9.54006 0.082
H 2.55102 1.70709 6.91132 0.106
H 3.29566 0.11498 7.08240 0.111
C 4.31543 -3.13916 4.87910 -0.046
C 4.41411 -2.93581 3.38546 -0.167
O 3.90981 -4.09191 2.66405 0.060
C 2.61550 -4.16995 2.50318 -0.411
O 1.77028 -3.39896 2.86243 0.110
C 2.25616 -5.42943 1.67983 -0.581
F 2.91776 -6.49509 2.08563 0.202
F 2.54245 -5.20161 0.39456 0.145
F 0.95236 -5.66753 1.77120 0.147
H 4.83520 -4.04961 5.17550 0.090
H 4.77268 -2.29497 5.39322 0.085
H 3.27681 -3.21666 5.19949 0.075
H 5.44736 -2.84855 3.06171 0.132
H 3.87231 -2.05071 3.05546 0.126
C 8.18798 4.85548 -3.39761 -0.047
C 7.51282 3.60937 -2.87692 -0.177
O 7.94046 3.30419 -1.52665 0.045
C 7.34002 3.96342 -0.56118 -0.405
O 6.47303 4.78174 -0.65301 0.158
C 7.88455 3.49063 0.80714 -0.569
F 9.20703 3.39146 0.80065 0.180
F 7.37299 2.28908 1.09117 0.166
F 7.52310 4.33298 1.75886 0.180
H 9.27070 4.74961 -3.33490 0.065
H 7.91286 5.01291 -4.43998 0.087
H 7.89163 5.73422 -2.82545 0.081
H 7.79888 2.73396 -3.45449 0.126
H 6.42667 3.69510 -2.89533 0.113
C 14.13404 3.36083 -1.38568 -0.056
C 14.28429 3.96237 -2.76384 -0.185
O 13.78057 3.06736 -3.78398 0.042
C 12.47905 3.08247 -3.97820 -0.406
O 11.65876 3.74691 -3.41830 0.160
C 12.10891 2.10488 -5.11803 -0.571
F 12.74140 0.94567 -4.98934 0.180
F 12.44181 2.64333 -6.28939 0.178
F 10.80425 1.87909 -5.11381 0.173
H 14.62496 2.38896 -1.33887 0.085
H 14.59113 4.01834 -0.64724 0.085
H 13.08394 3.22947 -1.12735 0.077
H 15.32954 4.10700 -3.02424 0.127
H 13.77076 4.91895 -2.84688 0.125
```

Values from the calculation:
* total charge: +1
* highest occupied orbital energy: -11.6 eV
* gap between HOMO and LUMO: 8.0 eV
* lowest unoccupied orbital energy: -0.1327 hartree

---

[2]
DFT (ωB97M-V/def2-TZVPD) results for a molecular structure, C36H59LaN7PSi3.

The geometry in XYZ format:
```
107
Properties=species:S:1:pos:R:3:lowdin_charge:R:1
La -0.58893 -0.11498 0.06631 1.907
C 0.97247 5.20442 0.78301 -0.151
Si 0.88627 3.33122 0.49621 0.409
C 1.44357 2.51312 2.13911 -0.178
C 2.12167 2.80272 -0.86639 -0.189
C -0.80883 2.60592 -0.05849 -0.630
Si -1.30003 3.05122 -1.88839 0.441
C -0.55293 4.70002 -2.47039 -0.170
C -0.70373 1.61732 -3.02949 -0.194
C -3.14873 3.28882 -2.29999 -0.159
Si -2.24343 2.90132 1.15831 0.453
C -1.90143 2.25912 2.93471 -0.173
C -2.79993 4.71092 1.31301 -0.145
C -3.69493 1.86802 0.42561 -0.353
C -5.01943 2.25922 0.58621 -0.056
C -6.03313 1.59482 -0.08279 -0.021
C -5.69053 0.53652 -0.91029 -0.042
C -4.35423 0.18782 -1.00509 -0.180
N -3.38023 0.82152 -0.35419 -0.050
H 1.97067 5.50212 1.09351 0.041
H 0.28827 5.52312 1.56161 0.021
H 0.73707 5.75762 -0.11749 0.021
H 2.52307 2.54832 2.23631 0.022
H 1.13727 1.46842 2.22311 -0.024
H 1.04057 3.04982 2.99001 0.031
H 3.10067 3.24402 -0.70499 0.042
H 1.79727 3.11912 -1.85099 0.016
H 2.23757 1.71782 -0.88409 -0.031
H 0.51587 4.78232 -2.33509 0.010
H -1.01903 5.53132 -1.95369 0.038
H -0.75403 4.83852 -3.52739 0.039
H 0.35977 1.40782 -2.92989 0.005
H -0.86863 1.89542 -4.06649 0.044
H -1.27253 0.69612 -2.86459 -0.001
H -3.65033 3.92082 -1.57669 0.024
H -3.69903 2.35932 -2.37709 0.013
H -3.22833 3.78092 -3.26479 0.044
H -1.30753 2.98582 3.47291 0.032
H -1.36163 1.31152 2.97011 -0.004
H -2.82613 2.14812 3.49131 0.034
H -2.01893 5.31742 1.75671 0.024
H -3.66953 4.81662 1.95391 0.035
H -3.04303 5.15832 0.35621 0.032
H -5.25163 3.08722 1.23721 0.109
H -7.06553 1.89592 0.02371 0.122
H -6.44053 -0.00598 -1.46419 0.116
H -4.04503 -0.63618 -1.64169 0.116
N -3.94643 -0.46458 2.40091 0.195
C -4.07153 -1.41938 1.46371 -0.471
N -5.30433 -1.81288 1.19081 0.192
C -5.42933 -2.74038 0.24201 -0.436
N -6.63943 -3.11958 -0.14779 0.209
N -4.37393 -3.34208 -0.33569 0.183
C -3.18863 -2.90528 0.01581 -0.316
N -2.95243 -1.88558 0.85761 0.092
C -2.04393 -3.68158 -0.49389 -0.220
C -2.28883 -4.98318 -0.93089 0.019
C -1.22593 -5.78798 -1.30089 -0.008
C 0.05277 -5.26658 -1.17589 -0.013
C 0.20217 -3.95988 -0.73779 -0.137
N -0.81323 -3.15888 -0.41739 0.038
H -4.79463 -0.22538 2.88861 0.128
H -3.06923 -0.32478 2.87331 0.089
H -7.45103 -2.79118 0.34721 0.125
H -6.72343 -3.89288 -0.78619 0.124
H -3.30653 -5.33678 -0.95429 0.116
H -1.38723 -6.79658 -1.65329 0.126
H 0.91867 -5.85818 -1.42539 0.117
H 1.19027 -3.53858 -0.63309 0.068
C 5.80937 -1.07398 0.43551 -0.068
C 4.66517 -0.11188 0.13281 -0.659
C 4.82447 1.16022 0.96441 -0.085
C 4.76367 0.28092 -1.34459 -0.083
P 2.92657 -0.89678 0.42541 1.137
C 2.94247 -2.05828 -1.01869 -0.409
C 3.69517 -3.22168 -1.17619 -0.097
C 3.58867 -3.98938 -2.32499 -0.046
C 2.74757 -3.60368 -3.35249 -0.053
C 2.04137 -2.41598 -3.24139 -0.062
C 2.13287 -1.66118 -2.08719 -0.173
C 2.95147 -1.92808 2.06381 -0.675
C 3.56357 -1.09788 3.19481 -0.085
C 3.62797 -3.29668 2.00621 -0.077
C 1.47687 -2.15298 2.42931 -0.135
H 6.74917 -0.58258 0.18631 0.103
H 5.74397 -1.96848 -0.17489 0.068
H 5.86007 -1.35338 1.48221 0.067
H 5.78157 1.62022 0.71921 0.100
H 4.82967 0.96212 2.03031 0.068
H 4.03897 1.87632 0.74161 0.040
H 5.67827 0.85262 -1.48849 0.101
H 3.93547 0.90732 -1.66159 0.058
H 4.81317 -0.58558 -1.99749 0.082
H 4.37877 -3.55928 -0.41949 0.087
H 4.18037 -4.88808 -2.42079 0.121
H 2.66137 -4.21558 -4.23629 0.118
H 1.43257 -2.06318 -4.05899 0.115
H 1.57527 -0.72408 -2.01399 0.050
H 4.63927 -0.99278 3.09931 0.072
H 3.36897 -1.59348 4.14521 0.099
H 3.11627 -0.10778 3.24721 0.072
H 4.68247 -3.21778 1.75911 0.075
H 3.13187 -3.96578 1.30651 0.074
H 3.55827 -3.75698 2.99031 0.098
H 0.96847 -1.19998 2.62481 0.045
H 1.42607 -2.73478 3.34931 0.101
H 0.94877 -2.71008 1.65231 0.047
```

Values from the calculation:
* total charge: +2
* energy relative to the best compared isomer or geometry (same formula, charge and spin): 49.1 kcal/mol
* highest occupied orbital energy: -13.0 eV
* gap between HOMO and LUMO: 6.7 eV
* lowest unoccupied orbital energy: -0.2299 hartree

---

[3]
DFT (ωB97M-V/def2-TZVPD) results for C23H21NO4 in the gas phase.

The geometry in XYZ format:
```
49
Properties=species:S:1:pos:R:3:lowdin_charge:R:1
C 2.66603 2.86144 0.00066 -0.017
H 3.02756 3.02696 -1.01537 0.093
H 1.63260 2.51431 -0.00359 0.071
H 2.75052 3.78165 0.57952 0.098
O 3.44386 1.85067 0.63480 -0.025
C 4.55032 1.43442 0.04558 -0.482
O 5.01629 1.88030 -0.97154 0.112
C 5.18279 0.27773 0.82663 -0.082
O 4.22551 -0.55618 1.43482 -0.043
C 3.41530 -1.23648 0.54179 -0.258
C 2.08748 -0.85113 0.42405 0.074
C 1.24887 -1.52599 -0.45332 -0.201
C 1.73715 -2.61268 -1.17585 -0.031
C 3.05738 -2.99608 -1.04112 -0.075
C 3.90811 -2.30580 -0.19579 -0.014
H 4.94114 -2.60105 -0.09453 0.118
H 3.42945 -3.83789 -1.60540 0.106
H 1.08113 -3.15032 -1.84575 0.109
N -0.08499 -1.14740 -0.64706 0.145
C -0.66559 0.05333 -0.36792 -0.416
O -0.09160 0.99762 0.12073 0.092
C -2.14572 0.07662 -0.78948 -0.146
C -2.76399 1.40068 -0.39163 -0.178
C -2.33299 2.55032 -1.04332 -0.038
C -2.84141 3.78824 -0.69757 -0.077
C -3.79524 3.89235 0.30061 -0.092
C -4.23212 2.75171 0.94964 -0.077
C -3.71699 1.51228 0.60949 -0.021
H -4.06721 0.63143 1.12681 0.109
H -4.97651 2.82363 1.72921 0.102
H -4.19546 4.85835 0.57095 0.100
H -2.49300 4.67351 -1.20902 0.102
H -1.58797 2.47461 -1.82232 0.119
C -2.86961 -1.12278 -0.23538 -0.232
C -3.77736 -1.82459 -1.01784 -0.030
C -4.45194 -2.91787 -0.50211 -0.079
C -4.22390 -3.32278 0.80160 -0.086
C -3.32076 -2.62818 1.58956 -0.068
C -2.64811 -1.53478 1.07550 -0.041
H -1.94730 -0.99026 1.69216 0.130
H -3.14099 -2.93799 2.60826 0.106
H -4.74956 -4.17589 1.20362 0.102
H -5.15673 -3.45382 -1.12054 0.103
H -3.96218 -1.50973 -2.03554 0.116
H -2.15306 0.02317 -1.88696 0.159
H -0.65737 -1.83169 -1.12356 0.148
H 1.72787 -0.02141 1.00734 0.117
H 5.78282 0.69141 1.64230 0.143
H 5.84004 -0.27203 0.13975 0.134
```

Values from the calculation:
* SMILES string: COC(=O)COc1cccc(NC(=O)C(c2ccccc2)c2ccccc2)c1
* total charge: 0
* energy relative to the best compared isomer or geometry (same formula, charge and spin): 26.4 kcal/mol
* highest occupied orbital energy: -8.6 eV
* gap between HOMO and LUMO: 9.2 eV
* lowest unoccupied orbital energy: 0.0200 hartree

---

[4]
DFT (ωB97M-V/def2-TZVPD) results for a molecular structure, C12H27Cl2CoO2P2.

The geometry in XYZ format:
```
46
Properties=species:S:1:pos:R:3:lowdin_spin:R:1
C -1.14418 3.72670 0.64704 0.005
C -0.05767 2.82332 0.47202 0.001
H -1.11929 4.54569 1.39775 0.001
H -2.05536 3.05437 0.79885 0.001
H -1.23710 4.18973 -0.40002 0.001
O 0.91651 2.24375 0.79177 0.000
Cl -0.68485 1.72191 -1.04595 0.147
Co 1.22392 -1.40803 -0.98765 2.450
P 2.03186 1.06095 -1.95236 0.450
C 3.84698 0.98173 -1.49671 0.078
C 2.04133 0.69662 -3.75662 0.084
H 0.92762 3.20670 -2.40990 0.000
H 2.66872 3.30479 -2.65689 0.008
H 2.00319 3.35463 -1.02799 0.000
C 1.89413 2.94374 -2.02185 0.030
H 1.01490 0.74235 -4.09233 0.001
H 2.65207 1.44118 -4.24214 0.017
H 4.39225 1.61354 -2.18477 0.016
H 4.14731 -0.05494 -1.56777 0.001
H 2.42354 -0.30689 -3.86631 -0.001
H 3.93024 1.33499 -0.47451 0.000
C 2.15492 -1.03600 0.29898 0.051
O 2.97156 -1.16272 1.10660 -0.021
Cl 1.22400 -2.77381 -2.57221 0.203
C -3.17790 -0.98306 -0.63953 0.002
C -2.48334 -0.46927 0.61533 0.055
P -0.74470 -0.98398 0.76630 0.285
C -0.27418 -0.62210 2.51984 0.024
C -1.14661 -1.18503 3.63049 0.011
C -0.70127 -2.78589 0.74375 0.048
C -1.79823 -3.57056 1.47194 0.021
H -2.77549 -0.50067 -1.54521 0.001
H -4.26151 -0.76680 -0.59381 0.001
H -3.06895 -2.07929 -0.75493 0.000
H -2.52250 0.62947 0.62684 0.000
H -3.01654 -0.80556 1.51515 0.012
H 0.75621 -0.98229 2.62252 0.000
H -0.21359 0.47199 2.60119 0.001
H -0.93274 -2.24680 3.80663 0.000
H -0.92394 -0.67800 4.57195 0.002
H -2.20864 -1.07485 3.46222 0.001
H -0.68642 -3.09833 -0.31520 0.009
H 0.27018 -3.09465 1.17078 0.002
H -2.81606 -3.19728 1.28283 0.001
H -1.78587 -4.61498 1.13147 0.002
H -1.65451 -3.60636 2.55239 0.001
```

Values from the calculation:
* total charge: +2
* multiplicity: 5
* expectation value of S²: 6.051
* energy relative to the best compared isomer or geometry (same formula, charge and spin): 24.4 kcal/mol
* highest occupied orbital energy (alpha / beta): -15.8 / -16.3 eV
* gap between HOMO and LUMO (alpha / beta): 9.1 / 5.7 eV
* lowest unoccupied orbital energy (alpha / beta): -0.2472 / -0.3908 hartree

---

| no. | maximum force (eV/A) |
| --- | --- |
| 1 | 1.6 |
| 2 | 1.5 |
| 3 | 0.5 |
| 4 | 10.3 |